1.
DFT (ωB97M-V with the def2-TZVPD basis set) results for a cluster of 2 separate species, C6H13O3P in total.

Structure (XYZ):
```
23
Properties=species:S:1:pos:R:3:mulliken_charge:R:1
C 0.25 -2.29 -1.23 -0.55
C 0.93 -1.30 -0.73 0.51
C -2.31 -1.59 0.93 -1.02
C 1.74 2.55 0.35 -0.69
C -1.82 -0.49 0.04 -0.59
C 2.25 1.66 -0.82 -0.48
O 3.16 -1.81 0.66 -0.62
O -0.53 -0.16 0.20 -0.44
O 3.02 0.52 -0.35 -0.38
P 2.27 -0.74 0.31 0.71
H 0.69 -3.18 -1.76 0.26
H -0.87 -2.52 -1.07 0.10
H -1.74 -2.56 0.89 0.29
H -2.28 -1.32 2.02 0.30
H -3.32 -1.72 0.61 0.38
H 1.15 1.80 1.02 0.17
H 2.61 3.09 0.72 0.33
H 0.97 3.12 -0.19 0.27
H -2.38 0.50 0.31 0.31
H -1.98 -0.82 -1.01 0.37
H 2.87 2.24 -1.53 0.39
H 1.45 1.31 -1.41 0.32
H 1.54 -0.19 1.37 0.06
```

Properties
Charge: 0
Maximum force: 4.58 eV/A
Orbital gap: 0.327 Ha
DFT total energy: -21860.2661 eV
Energy relative to the best compared isomer or geometry (same formula, charge and spin): 4.814 eV
HOMO: -0.3486 Ha



2.
DFT (ωB97M-V with the def2-TZVPD basis set) results for the ion C11H19N3O with charge +2.

Structure (XYZ):
```
34
Properties=species:S:1:pos:R:3:mulliken_charge:R:1
C -0.68 -1.80 -2.61 -0.75
N 0.00 -0.70 -1.90 0.19
C 0.75 -0.07 -2.89 -0.57
N 0.87 1.23 -3.02 0.22
O 0.08 2.09 -2.60 -0.52
C 0.18 -0.38 -0.63 -0.12
C -0.71 -1.04 0.31 0.72
C -1.72 0.08 0.69 -1.10
C -0.97 1.28 1.35 0.13
C 0.08 1.81 0.35 -1.25
C 1.03 0.65 0.02 -0.38
C 1.78 0.02 1.29 -1.19
N 0.72 -0.32 2.25 0.13
C -0.42 0.64 2.64 -0.89
C 0.04 -1.46 1.62 -1.32
H -1.66 -1.53 -3.10 0.38
H -0.12 -2.33 -3.44 0.36
H -1.14 -2.42 -1.86 0.34
H 1.41 -0.50 -3.66 0.38
H 1.57 1.72 -3.66 0.33
H -1.35 -1.97 0.11 0.55
H -2.50 -0.16 1.46 0.45
H -2.29 0.49 -0.27 0.38
H -1.58 2.11 1.75 0.40
H -0.35 2.20 -0.49 0.75
H 0.46 2.63 0.84 0.38
H 1.73 0.92 -0.64 1.08
H 2.32 -0.75 0.89 0.51
H 2.41 0.85 1.75 0.45
H 1.12 -0.47 3.12 0.30
H -0.04 1.45 3.35 0.38
H -1.12 0.03 3.19 0.45
H -0.56 -2.02 2.37 0.42
H 0.65 -2.32 1.40 0.41
```

Properties
Charge: +2
Maximum force: 6.35 eV/A
Orbital gap (alpha / beta): 0.298 / 0.298 Ha
DFT total energy: -18211.7478 eV
Energy relative to the best compared isomer or geometry (same formula, charge and spin): 5.164 eV
HOMO (alpha / beta): -0.5944 / -0.5945 Ha
SMILES string: C[N+](/C=[NH+]\[O-])=C1\[C@@H]2C[C@@H]3C[C@H]1C[N@@H+](C3)C2



3.
DFT (ωB97M-V with the def2-TZVPD basis set) results for a cluster of 2 separate species, C14H25BClFIN4O4 in total.

Structure (XYZ):
```
51
Properties=species:S:1:pos:R:3:mulliken_charge:R:1
C 1.71 0.68 -2.70 -1.31
C 0.21 0.41 -2.91 0.18
C -0.05 -1.06 -3.13 -0.40
F -1.21 -1.28 -3.83 -0.36
N -0.15 -1.82 -1.88 0.26
C -1.13 -1.71 -0.91 0.77
C -2.28 -0.75 -0.93 -1.30
C -2.00 0.49 -0.04 -0.56
N -2.56 0.35 1.30 -0.62
C -0.84 -2.64 0.05 -0.59
I -1.90 -3.14 1.73 0.24
N 0.33 -3.28 -0.33 0.40
B 0.97 -4.37 0.55 0.19
O 0.44 -5.63 0.48 -0.56
N 2.04 -4.06 1.42 0.26
C 2.63 -2.72 1.21 -1.06
C 1.72 -4.26 2.86 -1.03
C 0.72 -2.77 -1.49 0.15
Cl 2.08 -3.27 -2.35 -0.11
H 2.33 -0.05 -3.22 0.31
H 1.95 1.68 -3.05 0.38
H 1.97 0.61 -1.65 0.35
H -0.30 0.70 -2.00 -0.27
H -0.21 0.98 -3.73 0.51
H 0.75 -1.54 -3.70 0.52
H -2.36 -0.37 -1.95 0.27
H -3.19 -1.25 -0.62 0.61
H -2.39 1.38 -0.50 0.42
H -0.92 0.61 0.04 0.40
H -1.84 0.07 1.96 0.23
H -2.86 1.25 1.65 0.26
H 0.77 -6.10 -0.30 0.32
H 1.91 -1.90 1.34 0.36
H 3.10 -2.65 0.24 0.26
H 3.43 -2.59 1.94 0.46
H 0.74 -4.70 3.01 0.37
H 2.45 -4.91 3.33 0.31
H 1.73 -3.30 3.36 0.35
C -0.72 5.12 -0.53 -1.44
C -1.03 5.04 0.94 0.46
C 0.08 5.46 1.87 -0.51
O -0.20 4.70 3.05 -0.34
C -0.86 3.58 2.67 0.60
O -1.09 2.65 3.36 -0.51
O -1.22 3.67 1.36 -0.25
H -0.68 6.16 -0.85 0.40
H 0.23 4.65 -0.76 0.33
H -1.49 4.61 -1.11 0.34
H -1.96 5.58 1.17 0.27
H 0.08 6.53 2.09 0.32
H 1.07 5.17 1.50 0.31
```

Properties
Charge: +1
Maximum force: 2.22 eV/A
Orbital gap: 0.342 Ha
DFT total energy: -53087.5117 eV
HOMO: -0.4352 Ha



4.
DFT (ωB97M-V with the def2-TZVPD basis set) results for a cluster of 2 separate species, C5H9F in total.

Structure (XYZ):
```
15
Properties=species:S:1:pos:R:3:mulliken_charge:R:1
C 2.25 -1.43 0.37 -0.51
C 2.35 -0.43 -0.46 -0.34
C -3.13 -0.45 0.09 -1.11
C -1.29 1.03 -0.61 -1.02
C -1.83 -0.20 -0.05 0.83
F -0.86 -1.18 -0.04 -0.24
H 3.11 -2.09 0.74 0.20
H 1.29 -1.58 0.67 0.28
H 3.42 -0.17 -0.67 0.19
H -3.79 0.41 -0.21 0.27
H -3.62 -1.30 0.49 0.38
H 1.57 0.09 -0.86 0.17
H -1.54 1.97 -0.16 0.36
H -0.22 1.09 -0.66 0.21
H -1.54 1.12 -1.62 0.32
```

Properties
Charge: 0
Maximum force: 10.23 eV/A
Orbital gap (alpha / beta): 0.242 / 0.291 Ha
2S+1: 3
DFT total energy: -8041.6750 eV
Energy relative to the best compared isomer or geometry (same formula, charge and spin): 1.779 eV
Expectation value of S²: 2.01
HOMO (alpha / beta): -0.2028 / -0.3681 Ha



5.
DFT (ωB97M-V with the def2-TZVPD basis set) results for a structure of composition C22H37N2PPbSi.

Structure (XYZ):
```
64
Properties=species:S:1:pos:R:3:mulliken_charge:R:1
C -2.13 0.71 -4.15 -1.04
C -1.90 -0.52 -3.56 -0.85
C -1.12 -0.63 -2.38 0.57
C -0.61 0.53 -1.80 0.82
C -0.74 1.76 -2.46 0.39
C -1.56 1.86 -3.60 -0.88
C -0.97 -2.00 -1.76 -0.41
C 0.47 -2.61 -1.68 -1.13
N 1.57 -1.66 -1.51 0.54
Pb 0.07 0.50 0.43 1.05
C -0.11 3.05 -1.94 -0.99
P 1.64 2.95 -1.49 0.70
H -2.35 -1.43 -3.98 0.46
H -1.74 2.83 -4.06 0.43
H -2.76 0.79 -5.04 0.41
H -0.65 3.44 -1.07 0.51
H -0.15 3.84 -2.72 0.53
H -1.41 -2.03 -0.74 -0.42
H -1.55 -2.73 -2.35 0.70
H 0.49 -3.30 -0.82 0.56
C 2.11 4.38 -0.53 -1.05
C 2.62 2.79 -2.98 -1.20
H 0.64 -3.20 -2.61 0.17
C 2.08 -1.09 -2.74 -1.08
C 2.63 -2.16 -0.64 -1.11
H 0.44 2.26 0.76 -0.10
H 2.57 -1.88 -3.35 0.38
H 1.26 -0.64 -3.32 0.34
H 2.82 -0.31 -2.50 0.26
H 3.15 -3.01 -1.10 0.36
H 3.36 -1.36 -0.45 0.30
H 2.20 -2.49 0.32 0.36
H 2.70 3.78 -3.46 0.41
H 3.64 2.44 -2.72 0.43
H 2.17 2.08 -3.69 0.37
H 2.23 5.26 -1.17 0.41
H 1.36 4.57 0.25 0.35
H 3.08 4.17 -0.05 0.42
H 1.85 1.85 -0.60 -0.11
C -3.32 -0.35 0.55 -0.90
Si -2.49 -0.46 2.22 -0.12
C -2.60 1.21 3.06 -0.91
C -3.25 -1.81 3.25 -1.05
N -0.79 -0.89 2.03 0.20
C 0.13 -1.21 3.03 -0.08
C 0.75 -0.21 3.84 0.06
C 1.69 -0.59 4.79 -0.93
C 2.04 -1.94 4.94 -0.40
C 1.46 -2.92 4.12 -0.74
C 0.53 -2.56 3.15 -0.14
H -4.34 0.02 0.71 0.49
H -3.39 -1.34 0.08 0.26
H -2.84 0.33 -0.17 0.24
H -3.64 1.37 3.37 0.39
H -1.97 1.25 3.96 0.32
H -2.31 2.03 2.39 0.28
H -3.21 -2.76 2.70 0.33
H -2.71 -1.94 4.19 0.34
H -4.30 -1.56 3.47 0.40
H 0.48 0.84 3.70 0.39
H 2.16 0.17 5.42 0.42
H 2.76 -2.23 5.70 0.42
H 1.72 -3.97 4.25 0.42
H 0.04 -3.29 2.50 0.46
```

Properties
Charge: +2
Maximum force: 2.35 eV/A
Orbital gap (alpha / beta): 0.197 / 0.197 Ha
DFT total energy: -48791.6592 eV
HOMO (alpha / beta): -0.5081 / -0.5080 Ha



6.
DFT (ωB97M-V with the def2-TZVPD basis set) results for a structure of composition C30H24BrNOP2S2V.

Structure (XYZ):
```
62
Properties=species:S:1:pos:R:3:mulliken_charge:R:1
V -2.17 0.93 -0.21 -0.63
S -1.70 0.42 2.17 -0.64
P 0.09 0.87 1.39 2.07
C -0.07 1.45 -0.26 -1.15
P 0.05 0.31 -1.57 2.45
S -1.69 0.42 -2.54 -0.58
C 0.40 -1.45 -1.20 0.46
C 1.52 -2.11 -1.69 -0.34
C 1.69 -3.46 -1.42 -0.87
C 0.75 -4.14 -0.66 -0.64
C -0.36 -3.48 -0.17 -0.70
C -0.53 -2.13 -0.43 0.08
C 1.28 0.79 -2.82 0.24
C 2.14 1.87 -2.65 -0.38
C 2.96 2.25 -3.70 -0.62
C 2.93 1.56 -4.90 -0.48
C 2.07 0.48 -5.06 -0.77
C 1.25 0.10 -4.03 -0.35
C 0.69 2.25 2.42 0.47
C 1.67 2.08 3.40 -0.45
C 1.93 3.12 4.28 -0.71
C 1.22 4.30 4.20 -0.49
C 0.25 4.46 3.22 -0.66
C -0.02 3.44 2.34 -0.26
C 1.27 -0.48 1.66 0.16
C 0.91 -1.67 2.28 -0.39
C 1.84 -2.68 2.41 -0.64
C 3.13 -2.50 1.94 -0.53
C 3.50 -1.31 1.33 -0.91
C 2.56 -0.30 1.18 -0.23
H 2.25 -1.58 -2.29 0.42
H 2.55 -3.99 -1.81 0.42
H 0.89 -5.19 -0.45 0.41
H -1.10 -4.02 0.41 0.45
H -1.38 -1.60 -0.02 -0.03
H 2.13 2.42 -1.72 0.46
H 3.62 3.09 -3.58 0.41
H 3.57 1.87 -5.71 0.38
H 2.04 -0.05 -6.00 0.40
H 0.54 -0.71 -4.15 0.37
H 2.20 1.14 3.50 0.33
H 2.69 3.00 5.03 0.40
H 1.40 5.09 4.91 0.37
H -0.32 5.38 3.16 0.42
H -0.81 3.55 1.60 0.05
H -0.10 -1.79 2.65 0.45
H 1.56 -3.61 2.88 0.43
H 3.86 -3.29 2.05 0.40
H 4.51 -1.17 0.98 0.44
H 2.82 0.64 0.70 0.46
O -7.52 -0.30 -0.24 -0.52
C -6.18 -0.40 -0.23 1.08
C -5.52 -1.64 -0.26 -0.64
C -4.14 -1.68 -0.25 -0.54
N -3.46 -0.55 -0.20 0.11
C -4.06 0.61 -0.18 0.39
Br -2.71 3.27 -0.42 -0.53
C -5.42 0.78 -0.20 -0.80
H -7.93 -1.17 -0.29 0.30
H -6.08 -2.56 -0.30 0.30
H -3.59 -2.62 -0.30 0.34
H -5.89 1.75 -0.19 0.54
```

Properties
Charge: 0
Maximum force: 2.79 eV/A
Orbital gap (alpha / beta): 0.267 / 0.287 Ha
2S+1: 2
DFT total energy: -171016.6720 eV
Energy relative to the best compared isomer or geometry (same formula, charge and spin): 0.888 eV
Expectation value of S²: 0.78
HOMO (alpha / beta): -0.2898 / -0.2896 Ha